Below is a structure of composition C52H45AsClIMoN5O3PS, with properties calculated with the ωB97M-V functional and the def2-TZVPD basis.

Last column: Mulliken spin population.
Cartesian coordinates (Å):
C  -4.479  0.629  -0.857  -0.01
C  3.313  3.157  -6.136  0.00
As  3.885  -1.536  -5.664  0.00
C  -3.167  -0.734  0.799  0.02
H  -3.953  -0.535  1.515  0.00
C  0.182  -2.325  -7.577  0.00
C  0.048  2.061  -2.690  0.00
C  3.562  0.386  -5.853  0.00
H  5.917  2.032  -0.819  0.00
O  1.315  -0.746  1.527  -0.02
H  4.404  -2.534  0.319  0.00
C  1.782  -3.509  -5.654  0.00
C  -4.791  2.187  3.352  0.00
H  -2.458  -0.239  -2.471  0.01
C  -0.193  -3.540  -7.023  0.00
H  3.635  -2.749  -3.463  0.00
C  -3.010  3.908  2.064  0.00
C  1.285  -5.577  -0.594  0.00
C  6.355  0.225  0.259  0.00
H  2.529  -2.903  1.049  0.00
C  -0.624  3.205  -3.059  0.01
H  3.215  4.227  -6.262  0.00
C  4.015  1.413  3.797  -0.02
C  1.915  -2.893  -1.020  -0.01
H  1.212  2.844  -5.829  0.00
H  -0.429  -1.871  -8.347  0.00
H  2.428  -4.007  -4.937  0.00
H  -0.336  -2.535  0.474  -0.01
H  6.548  -1.711  1.160  0.00
C  3.462  1.975  2.610  -0.01
I  2.100  -2.451  4.199  0.00
C  -0.928  2.212  -0.597  0.02
C  1.349  -1.695  -7.162  0.00
C  1.339  -3.656  -2.038  0.02
H  3.743  1.237  -1.632  0.00
C  -2.067  -1.467  1.175  0.01
C  2.558  1.181  1.898  -0.01
H  2.576  0.126  -3.305  0.01
C  3.080  3.679  0.968  -0.01
C  -3.504  1.773  3.109  0.00
H  -5.401  0.222  -0.444  0.00
C  2.313  1.003  -5.742  0.00
N  -0.977  1.489  0.558  -0.02
S  -1.007  2.100  2.137  0.01
C  5.569  1.046  -0.543  0.00
H  2.022  -5.263  1.401  0.00
C  -1.215  -1.322  -1.086  -0.04
H  1.527  -1.245  -3.618  0.01
H  1.638  -0.758  -7.621  0.00
C  4.343  0.593  -0.997  0.00
H  0.712  1.533  -3.367  0.01
O  -0.692  0.919  2.893  0.00
C  1.028  -4.989  -1.823  0.00
C  1.835  -4.819  0.432  0.00
H  4.584  -1.288  -3.268  0.00
C  3.891  -0.687  -0.667  0.02
C  0.615  -4.136  -6.064  0.00
H  5.429  3.154  -6.474  0.00
C  -2.613  2.629  2.461  0.00
C  2.199  -0.107  2.329  0.06
H  -2.299  4.567  1.587  0.00
H  -4.596  0.736  -1.934  0.00
C  2.710  -0.601  3.496  -0.03
H  4.052  -0.219  5.147  0.00
C  5.925  -1.056  0.566  0.00
C  2.150  -2.270  -6.179  0.00
H  0.347  -5.104  -5.659  0.00
H  0.585  -5.570  -2.622  0.00
H  -0.526  3.617  -4.051  0.00
C  -2.336  -0.557  -1.442  0.07
P  2.253  -1.135  -1.318  -0.19
H  1.131  -3.225  -3.009  0.00
Mo  0.523  0.145  0.080  2.10
H  3.240  4.670  0.569  0.00
N  -1.589  3.322  -0.864  0.00
H  -7.097  3.328  3.757  0.00
C  -1.429  3.807  -2.093  0.01
H  -1.095  -4.034  -7.356  0.00
C  3.721  3.262  2.109  0.01
C  -5.215  3.468  2.950  0.00
H  -5.483  1.540  3.877  0.00
H  1.424  0.402  -5.590  0.00
H  4.411  3.913  2.629  0.00
C  2.458  -0.946  -3.129  0.02
C  2.139  -3.483  0.226  0.01
H  -6.747  4.832  3.022  0.00
H  -0.610  -1.763  -1.872  0.00
N  -6.490  3.872  3.171  0.00
H  -4.615  5.312  2.009  0.00
C  -1.066  -1.769  0.235  -0.04
C  3.637  0.173  4.229  0.01
H  5.648  0.711  -6.233  0.00
C  2.195  2.822  0.319  0.04
N  -0.088  1.568  -1.457  -0.02
H  -1.970  4.719  -2.316  0.00
C  -4.298  4.319  2.303  0.00
H  -3.157  0.808  3.455  0.00
C  4.701  -1.519  0.099  0.00
H  7.310  0.579  0.625  0.00
H  1.058  -6.623  -0.434  0.00
N  1.939  1.595  0.752  -0.04
H  -1.977  -1.846  2.184  0.00
C  3.660  -1.683  -3.693  0.00
C  4.676  1.177  -6.122  0.00
C  4.555  2.555  -6.256  0.00
O  -0.108  3.219  2.159  0.00
C  -3.305  -0.236  -0.508  0.01
H  1.687  3.146  -0.579  0.00
Cl  5.162  2.319  4.701  0.00
H  -4.341  1.625  -0.424  0.00
C  2.190  2.378  -5.884  0.00

Summary:
ΔE to the lowest compared entry with this formula, charge and spin: 1.86 kcal per mole
molar mass: 1184.22 g/mol
net charge: +2
<S²>: 2.0476
multiplicity: 3
maximum force: 0.7 eV/A
E_HOMO (spin up / spin down): -12.4 / -12.4 eV

---

Below is a structure of composition C52H45Cl2O8S3Ta, with properties calculated with the ωB97M-V functional and the def2-TZVPD basis.

Last column: Löwdin charge in e.
Cartesian coordinates (Å):
C  0.671  5.101  0.029  -0.06
C  -0.515  -4.252  3.837  -0.01
H  -1.854  3.192  3.692  0.12
C  2.274  2.449  4.096  0.01
H  2.718  1.681  6.636  0.12
H  -1.356  -3.415  2.053  0.11
C  0.223  -5.759  -5.315  0.03
C  -1.333  0.858  2.413  -0.18
C  -0.597  0.311  5.164  -0.01
H  -4.056  4.245  3.936  0.11
H  3.039  7.862  -1.833  0.09
C  -2.209  0.416  -3.496  -0.12
C  -0.234  0.010  6.443  -0.05
C  -2.734  2.722  3.270  0.00
H  -1.791  -0.746  -5.276  0.16
H  4.134  -5.047  -5.806  0.10
C  -5.011  1.498  2.211  -0.02
H  -2.524  1.689  -0.374  0.10
C  1.444  1.628  4.895  -0.15
H  3.800  7.863  -0.250  0.10
C  2.598  3.670  -0.270  -0.11
C  -1.510  -0.600  -4.225  -0.10
H  3.956  1.859  -4.261  0.08
H  -1.525  -0.073  4.759  0.12
H  0.912  2.555  -4.360  0.08
H  1.249  0.257  7.999  0.11
S  2.197  1.318  -2.787  0.91
C  1.793  1.294  6.228  -0.01
C  -0.586  -3.335  2.809  -0.04
C  1.805  -4.037  -4.634  0.08
C  -2.696  1.565  -1.435  0.02
H  -4.519  -0.822  0.942  0.13
C  3.584  7.243  -1.121  -0.03
C  3.498  -4.931  -6.684  -0.04
H  3.933  -5.459  -7.525  0.10
H  -0.878  -0.609  7.054  0.11
C  0.554  -5.178  5.922  -0.03
H  -3.318  1.077  -5.226  0.13
C  -2.601  1.489  2.586  -0.11
H  2.750  -3.521  -4.715  0.12
O  -0.620  -1.330  -3.781  -0.07
O  0.830  1.282  -0.224  -0.62
H  3.036  2.680  -0.225  0.11
H  -4.153  3.120  -1.572  0.12
H  -2.888  -4.271  -1.205  0.09
C  1.458  -5.086  -5.478  -0.25
H  -0.373  5.223  0.291  0.12
H  -1.241  -5.054  3.889  0.12
C  -2.425  -4.681  -2.098  0.03
H  2.643  0.957  -5.095  0.07
O  2.223  -5.535  -6.465  -0.03
S  0.262  2.460  0.540  1.05
H  1.145  -6.037  5.597  0.10
H  4.533  6.953  -1.569  0.08
C  3.340  4.771  -0.667  -0.02
H  3.188  2.841  4.525  0.13
C  3.248  1.034  -4.195  -0.21
C  -3.628  -0.365  1.355  0.00
C  -0.097  1.447  3.006  -0.19
C  -3.601  2.358  -2.106  -0.05
H  1.992  3.595  -3.359  0.07
C  0.477  -4.160  4.821  -0.24
O  0.132  -1.847  0.198  -0.67
C  -0.618  -5.375  -4.320  0.01
H  2.084  -1.401  3.655  0.12
C  0.235  1.128  4.354  -0.11
H  3.783  0.106  -3.999  0.07
O  -0.996  -2.870  -1.709  -0.12
C  -0.301  -4.299  -3.451  -0.11
C  2.772  6.045  -0.718  -0.25
C  -2.414  -0.953  1.187  -0.06
C  -3.754  0.867  2.051  -0.15
C  -5.112  2.689  2.871  -0.05
C  1.404  -3.126  4.744  -0.02
C  -3.829  2.190  -3.478  -0.66
C  -1.270  -0.328  1.734  -0.29
H  4.384  4.646  -0.930  0.12
Ta  0.443  -1.306  -1.741  1.73
C  -3.960  3.306  3.407  -0.05
H  3.384  -3.874  -6.931  0.10
C  1.430  6.192  -0.367  -0.02
Cl  -4.976  3.198  -4.283  0.72
C  1.308  2.747  -3.365  -0.20
C  -1.983  0.580  -2.122  -0.27
H  -0.435  -5.544  6.193  0.09
C  1.358  -2.203  3.712  -0.06
C  0.357  -2.313  2.758  -0.37
H  2.177  -3.045  5.499  0.13
O  1.120  0.210  -2.972  -0.68
H  -2.199  -5.735  -1.946  0.11
H  -6.077  3.162  2.992  0.12
H  -2.303  -1.863  0.613  0.10
H  0.507  2.923  -2.649  0.06
Cl  2.647  -1.027  -0.833  0.18
C  0.976  0.504  6.982  -0.05
H  -1.558  -5.895  -4.195  0.12
O  1.327  -2.665  -2.813  -0.25
O  -1.123  -0.187  -1.470  -0.23
H  -5.892  1.018  1.804  0.12
H  1.031  -4.766  6.809  0.08
H  2.582  3.392  2.222  0.11
C  0.932  -3.642  -3.631  -0.27
C  1.941  2.752  2.809  -0.03
S  0.343  -1.058  1.530  1.14
H  0.974  7.173  -0.410  0.13
C  0.748  2.234  2.260  -0.27
C  -1.187  -3.903  -2.417  -0.30
C  1.266  3.848  0.081  -0.42
H  -0.013  -6.572  -5.987  0.13
H  -3.134  -4.609  -2.925  0.11
C  -3.143  1.222  -4.167  -0.03

Summary:
ΔE to the lowest compared entry with this formula, charge and spin: 1.65 kcal per mole
molar mass: 1145.98 g/mol
net charge: +2
maximum force: 0.6 eV/A
E_HOMO: -12.6 eV

---

Below is a structure of composition C52H45F3N3P2Tc, with properties calculated with the ωB97M-V functional and the def2-TZVPD basis.

Last column: Mulliken spin population.
Cartesian coordinates (Å):
H  -5.233  0.567  1.899  0.00
C  -0.183  -0.625  -5.268  0.00
H  2.333  2.491  -1.501  0.00
C  -0.834  1.529  -2.917  0.00
C  -3.833  1.203  -1.215  0.02
H  1.606  -6.953  0.231  0.00
H  5.006  3.051  1.627  0.00
H  1.660  0.428  -3.433  0.00
C  2.616  1.307  6.299  -0.01
H  -5.505  -2.320  -1.258  0.00
C  1.814  0.888  5.239  0.04
H  -5.154  1.679  -2.876  0.00
H  1.199  1.648  4.730  0.01
H  0.194  -2.777  -4.055  0.00
C  0.967  -0.829  3.762  0.20
N  -1.464  2.038  0.781  0.01
C  1.287  -0.557  -3.268  -0.09
C  2.406  2.541  -0.464  0.01
F  5.368  -0.169  8.158  0.00
H  1.925  -0.241  -5.543  0.00
H  3.168  2.743  3.309  0.00
C  3.377  0.350  7.000  0.03
H  -4.965  2.035  5.901  0.00
H  0.035  4.169  -0.943  0.00
C  -3.511  0.310  -0.258  -0.01
F  3.835  0.631  9.401  0.00
H  2.729  2.298  6.675  0.00
C  -0.925  3.627  -4.154  0.00
H  -2.305  -0.954  -5.281  0.00
C  0.963  -0.332  -6.050  0.00
P  -0.099  1.447  -0.141  0.14
H  2.551  0.056  0.164  -0.02
H  -1.361  1.649  -4.905  0.00
H  4.434  3.119  -0.761  0.00
H  -0.601  -5.605  0.704  0.00
F  4.872  1.943  8.048  0.00
H  -1.333  -2.908  -0.654  0.00
H  -1.612  -3.362  0.925  0.02
C  3.982  2.943  1.335  0.00
H  -3.353  2.187  -1.128  0.00
H  2.418  -2.410  5.303  0.00
H  4.836  -1.197  -0.234  0.00
H  -1.151  -0.364  -1.933  0.28
H  -2.495  -0.305  -7.656  0.00
C  2.491  -1.414  5.606  0.05
C  0.301  -3.775  0.271  -0.13
H  1.607  0.418  -7.978  0.00
N  1.549  -1.674  0.246  -0.08
C  1.741  2.277  1.776  -0.05
H  -1.839  2.963  0.747  0.00
C  -5.025  -1.329  -1.195  -0.01
C  -0.384  2.240  -1.790  -0.07
H  3.564  -5.885  -0.210  0.00
H  -6.318  1.244  4.022  0.00
C  -4.544  1.746  4.950  0.00
C  -3.210  1.615  4.895  0.00
C  3.895  -3.068  -0.114  0.02
C  0.794  0.059  -7.398  0.00
N  -0.911  -3.035  0.281  0.09
P  -2.264  0.582  1.123  -0.04
C  -4.133  -0.955  -0.201  0.03
C  -1.516  -0.370  -7.233  0.00
H  -2.155  0.002  -3.385  -0.01
C  -0.165  3.626  -1.876  0.00
H  3.913  -1.718  7.203  0.00
H  -1.028  4.137  -5.091  0.00
C  3.694  2.854  0.003  0.00
Tc  -0.306  -0.783  0.807  2.72
H  0.989  1.993  2.519  0.01
C  -2.490  1.257  3.772  0.00
C  1.809  -0.444  4.884  0.03
C  -0.466  4.313  -3.059  0.00
C  -0.441  0.086  -7.968  0.00
C  1.503  -3.047  0.118  0.08
C  -4.844  0.929  -2.131  0.00
H  -3.800  -1.641  0.637  0.00
C  2.942  2.739  2.266  0.01
C  0.358  -0.977  2.689  -0.20
C  -5.306  1.328  3.848  0.00
C  -0.143  -0.813  -3.743  0.01
H  1.963  -1.345  -3.725  0.00
C  3.339  -1.016  6.603  -0.01
C  1.428  2.215  0.424  -0.02
C  2.683  -3.805  0.023  -0.01
H  -2.738  1.817  5.869  0.00
C  -5.415  -0.361  -2.089  0.01
H  -0.258  -2.560  -2.392  0.01
H  4.822  -3.611  -0.265  0.00
C  4.317  0.689  8.144  0.00
C  2.638  -0.991  0.074  0.10
H  -0.265  5.410  -3.030  0.00
C  1.519  -5.883  0.202  0.00
H  -0.609  0.474  -8.982  0.00
H  -1.575  -2.566  -3.499  0.00
C  -1.147  2.295  -4.047  0.00
C  -4.631  0.976  2.675  0.00
C  2.669  -5.228  -0.033  0.01
C  0.325  -5.128  0.414  0.02
C  -0.493  -2.273  -3.439  0.00
H  1.340  -0.769  -2.180  0.10
C  -1.413  -0.773  -5.917  0.00
C  -1.132  0.066  -2.970  -0.28
C  3.894  -1.722  -0.167  -0.01
C  -3.223  0.951  2.622  0.02
H  -6.156  -0.595  -2.961  0.00
H  -1.405  1.281  3.754  0.01

Summary:
molar mass: 928.89 g/mol
net charge: +1
<S²>: 3.7906
multiplicity: 4
maximum force: 3.7 eV/A
E_HOMO (spin up / spin down): -9.6 / -10.2 eV

---

Below is a structure of composition C52H45GeInN8O7P, with properties calculated with the ωB97M-V functional and the def2-TZVPD basis.

Last column: Löwdin charge in e.
Cartesian coordinates (Å):
C  0.837  -5.490  0.169  -0.10
H  -4.906  3.001  3.991  0.12
H  -4.499  -3.859  -4.731  0.11
In  0.027  1.144  -1.330  0.90
C  -2.795  -2.069  -0.715  -0.06
C  2.466  -1.651  -3.885  -0.11
H  5.517  1.452  0.625  0.10
C  0.375  3.105  -2.411  -0.45
C  -2.639  -3.306  -3.857  -0.12
O  2.099  0.722  -1.437  -0.24
N  -2.759  2.645  0.748  0.13
C  -3.483  -4.190  -4.532  -0.09
C  -4.655  0.335  3.003  0.01
H  6.253  1.100  2.868  0.09
O  -6.285  -1.648  3.636  -0.08
H  0.268  -6.242  0.696  0.10
N  1.423  -0.865  0.106  0.14
H  3.236  -0.438  -6.977  0.11
C  2.628  -0.790  -6.132  -0.11
H  3.173  -1.955  2.530  0.09
C  5.228  1.359  2.692  -0.09
H  -1.338  -6.784  -4.884  0.09
C  2.019  6.613  2.051  -0.10
C  -1.665  0.978  4.434  -0.05
C  2.350  -3.730  -1.268  -0.09
H  -1.081  0.703  2.395  0.09
H  -1.145  -2.294  2.357  0.09
H  0.652  4.054  4.442  0.10
C  0.306  5.020  0.647  -0.10
C  0.217  -4.568  -0.641  -0.14
C  -0.709  2.922  5.547  -0.08
N  -5.324  -1.882  2.838  -0.40
H  2.987  -3.092  -1.873  0.06
H  1.300  8.223  0.803  0.10
C  3.024  1.819  3.495  -0.07
C  -3.166  0.278  0.665  -0.12
H  1.350  1.117  -3.636  0.05
H  4.302  -1.038  -4.832  0.11
O  0.256  4.142  -1.828  0.01
C  -4.527  -0.865  2.343  -0.15
C  -2.116  -0.893  -1.067  -0.44
H  -1.492  -0.443  -3.071  0.06
H  -0.142  6.756  -0.520  0.12
C  2.627  2.122  2.191  -0.26
C  -1.495  1.786  5.547  -0.08
C  -0.011  2.324  3.317  -0.28
C  2.201  -5.524  0.292  -0.12
C  -4.106  1.568  2.484  -0.16
C  2.951  -4.638  -0.388  -0.10
H  -2.282  4.578  0.961  0.09
H  -0.856  -4.641  -0.779  0.10
H  0.751  -0.428  -7.115  0.11
H  -3.616  4.788  3.107  0.08
C  1.045  4.479  1.684  -0.24
C  4.322  1.400  3.772  -0.07
H  -0.060  1.477  -4.680  0.09
C  -3.002  -5.398  -4.920  -0.11
C  -1.698  -5.814  -4.645  -0.08
C  -0.892  1.262  3.302  -0.04
H  2.981  -1.798  -2.894  0.08
H  -3.625  -6.033  -5.507  0.09
N  -2.292  0.225  -0.378  0.12
C  4.804  1.571  1.408  -0.07
C  -3.638  3.879  2.582  -0.06
H  2.783  7.206  2.568  0.11
H  2.651  -6.256  0.893  0.09
O  0.736  3.137  -3.724  -0.08
C  -3.338  1.555  1.324  -0.19
C  -3.595  -2.098  0.407  0.00
C  1.260  -0.869  -6.244  -0.12
H  -0.850  -2.423  0.725  0.07
C  3.222  -1.194  -4.947  -0.09
C  1.110  -1.840  -4.038  -0.27
H  -5.217  0.338  3.900  0.10
N  0.641  -2.075  1.952  -0.02
H  3.669  -1.365  0.938  0.08
H  -4.041  -2.995  0.930  0.12
C  -2.814  3.739  1.410  -0.15
C  0.060  3.138  4.432  -0.11
H  4.672  1.238  4.762  0.09
H  2.345  1.992  4.366  0.11
C  -1.028  -0.725  -2.045  -0.29
O  -5.048  -3.068  2.557  -0.09
H  -2.716  -2.986  -1.306  0.09
C  -1.360  -3.682  -3.538  -0.27
C  1.676  -1.571  1.140  -0.44
H  1.623  1.881  -5.135  0.09
N  2.557  -0.156  -0.498  -0.31
N  -0.681  -1.867  1.583  0.08
C  -3.751  -0.923  1.132  -0.09
C  1.887  5.294  2.412  -0.09
H  -0.626  3.638  6.373  0.11
H  0.839  -2.987  2.204  0.09
H  4.040  -4.658  -0.312  0.11
H  -2.992  -2.336  -3.554  0.09
H  -2.333  0.120  4.475  0.11
H  -0.456  4.425  0.180  0.07
H  2.492  4.979  3.260  0.11
H  -0.574  -1.544  -5.441  0.11
C  -0.888  -4.944  -3.937  -0.10
C  0.498  -1.435  -5.228  -0.12
P  0.940  2.694  1.861  0.87
C  3.492  1.976  1.155  -0.07
C  -4.305  2.840  3.087  -0.04
N  2.967  -1.850  1.548  0.16
C  0.457  6.348  0.306  -0.06
C  0.900  1.844  -4.321  -0.10
O  3.705  -0.741  -0.816  -0.12
Ge  -0.075  -2.466  -2.620  1.04
C  0.948  -3.646  -1.401  -0.25
H  0.106  -5.282  -3.765  0.09
O  0.384  2.089  0.601  -0.34
H  3.154  2.181  0.134  0.12
H  -2.093  1.581  6.429  0.10
C  1.288  7.174  1.031  -0.08

Summary:
ΔE to the lowest compared entry with this formula, charge and spin: 0.00 kcal per mole
molar mass: 1112.38 g/mol
net charge: -1
maximum force: 3.4 eV/A
E_HOMO (spin up / spin down): -5.2 / -2.7 eV

---

- What is the molar mass in the fourth record?
  1112.38 g/mol